No. 1
The following is a quantum chemistry calculation of a structure of composition C2HgLiO4, from the OMol25 dataset.

Properties
HOMO-LUMO gap (alpha / beta) (hartree): 0.146 / 0.316
Maximum force (eV/Å): 7.91
Highest occupied orbital energy (alpha / beta) (Ha): -0.1700 / -0.3264
Energy relative to the best compared isomer or geometry (same formula, charge and spin) (kJ/mol): 229.03
LUMO (alpha / beta) (eV): -0.656 / -0.283
2S+1: 2

The geometry in XYZ format:
```
8
Properties=species:S:1:pos:R:3:lowdin_charge:R:1
C 0.34 -1.05 -1.26 -0.59
O 0.59 -2.06 -1.72 -0.01
O 0.32 0.21 -0.88 -0.21
Li 0.90 2.22 -1.07 0.55
C -1.06 0.95 1.20 -0.36
O -1.06 2.24 0.94 -0.03
O -1.05 0.08 1.97 0.14
Hg 1.03 -2.59 0.81 0.52
```

No. 2
The following is a quantum chemistry calculation of a structure of composition C45H66As7F42N9O3, from the OMol25 dataset.

Properties
HOMO-LUMO gap (hartree): 0.198
Maximum force (eV/Å): 3.08
Highest occupied orbital energy (Ha): -0.4314
Energy relative to the best compared isomer or geometry (same formula, charge and spin) (kJ/mol): 511.91
LUMO (eV): -6.361
Total charge: +2

The geometry in XYZ format:
```
172
Properties=species:S:1:pos:R:3:lowdin_charge:R:1
C 7.76 3.34 -3.85 0.04
C 7.39 2.33 -2.82 -0.41
O 7.91 1.29 -2.63 0.20
N 6.27 2.69 -1.87 0.09
H 6.53 2.56 -0.89 0.14
H 6.12 3.69 -2.00 0.17
C 4.97 1.98 -2.22 -0.02
H 6.85 3.71 -4.33 0.10
H 8.61 2.98 -4.42 0.11
H 8.08 4.21 -3.26 0.10
H 4.87 2.16 -3.29 0.09
H 4.05 2.33 -1.76 0.08
H 5.06 0.92 -2.02 0.09
C 2.09 4.46 7.18 0.02
C 2.91 5.27 6.19 -0.40
O 3.46 4.85 5.24 0.17
N 2.87 6.78 6.42 0.11
H 2.03 6.97 6.97 0.17
H 3.70 7.03 6.95 0.18
C 2.76 7.59 5.14 0.02
H 1.05 4.58 6.83 0.10
H 2.27 4.81 8.19 0.10
H 2.32 3.42 7.01 0.08
H 2.46 6.93 4.33 0.06
H 3.71 8.05 4.87 0.10
H 2.01 8.36 5.34 0.10
C -2.63 -3.21 -8.81 0.03
C -2.26 -2.50 -7.57 -0.44
O -2.71 -1.47 -7.21 0.15
N -1.33 -3.26 -6.68 0.10
H -1.96 -3.55 -5.91 0.10
H -0.99 -4.17 -6.98 0.18
C -0.26 -2.34 -6.07 0.04
H -2.74 -4.27 -8.58 0.11
H -1.79 -3.07 -9.50 0.11
H -3.43 -2.76 -9.39 0.09
H -0.54 -2.23 -5.02 0.09
H -0.26 -1.40 -6.61 0.09
H 0.72 -2.80 -6.11 0.09
C -2.19 0.57 -4.50 0.01
N -1.68 0.90 -3.17 -0.06
C -0.83 1.93 -2.92 -0.01
C -0.18 1.99 -1.74 0.02
C -0.47 1.10 -0.69 -0.09
C -1.41 0.10 -0.94 0.08
C -1.97 0.01 -2.21 0.02
C 0.08 1.34 0.66 -0.10
C 1.26 2.03 0.85 0.02
C 1.80 2.15 2.10 -0.04
N 1.16 1.72 3.20 -0.04
C -0.03 1.08 3.05 0.06
C -0.58 0.88 1.80 0.07
C 1.73 1.85 4.55 0.02
H -1.38 0.33 -5.19 0.09
H -2.59 1.50 -4.88 0.07
H -2.93 -0.22 -4.39 0.08
H -0.74 2.68 -3.70 0.15
H 0.43 2.87 -1.60 0.13
H -1.71 -0.59 -0.17 0.13
H -2.68 -0.77 -2.43 0.14
H 1.92 2.33 0.04 0.11
H 2.80 2.55 2.17 0.12
H -0.44 0.70 3.98 0.14
H -1.56 0.45 1.69 0.11
H 1.87 2.93 4.65 0.08
H 2.47 1.06 4.66 0.09
H 1.08 1.75 5.41 0.06
C -4.41 2.95 -6.96 0.04
N -5.48 2.14 -7.58 -0.05
C -5.25 1.34 -8.64 0.03
C -6.03 0.22 -8.90 0.04
C -7.18 0.08 -8.15 -0.17
C -7.50 0.98 -7.17 0.07
C -6.64 2.04 -6.90 0.05
C -8.12 -1.05 -8.40 -0.12
C -7.77 -2.35 -7.98 0.08
C -8.68 -3.37 -8.16 0.03
N -9.78 -3.16 -8.91 -0.08
C -10.06 -1.96 -9.46 0.02
C -9.27 -0.88 -9.16 0.06
C -10.82 -4.23 -8.92 0.05
H -3.62 2.29 -6.59 0.09
H -4.78 3.50 -6.10 0.10
H -3.92 3.43 -7.80 0.11
H -4.28 1.41 -9.13 0.15
H -5.99 -0.34 -9.82 0.14
H -8.42 0.76 -6.65 0.15
H -6.88 2.84 -6.20 0.15
H -6.92 -2.52 -7.33 0.15
H -8.70 -4.32 -7.65 0.16
H -10.92 -1.88 -10.10 0.15
H -9.54 0.08 -9.57 0.15
H -11.51 -3.92 -9.70 0.10
H -11.23 -4.29 -7.91 0.12
H -10.38 -5.21 -9.13 0.11
C 4.45 -1.34 5.03 0.04
N 4.89 -2.25 6.11 -0.07
C 3.98 -2.60 7.04 0.06
C 4.37 -3.49 8.04 0.08
C 5.68 -4.01 8.01 -0.14
C 6.58 -3.61 7.04 0.05
C 6.18 -2.63 6.15 0.04
C 6.13 -4.85 9.16 -0.14
C 7.22 -4.47 9.90 0.06
C 7.68 -5.30 10.93 0.03
N 7.06 -6.44 11.20 -0.08
C 5.97 -6.84 10.50 0.04
C 5.53 -6.10 9.42 0.07
C 7.53 -7.29 12.31 0.04
H 4.37 -0.30 5.31 0.11
H 3.49 -1.78 4.75 0.12
H 5.12 -1.36 4.17 0.08
H 2.98 -2.25 6.82 0.16
H 3.66 -3.73 8.82 0.14
H 7.60 -3.97 7.05 0.14
H 6.83 -2.25 5.37 0.16
H 7.67 -3.50 9.74 0.14
H 8.45 -5.03 11.64 0.16
H 5.48 -7.76 10.79 0.15
H 4.89 -6.57 8.69 0.15
H 8.57 -7.62 12.28 0.12
H 6.94 -8.20 12.32 0.10
H 7.26 -6.82 13.26 0.12
As 2.34 -0.52 -3.52 0.83
F 2.42 -1.57 -4.94 -0.27
F 1.50 0.61 -4.59 -0.28
F 2.30 0.68 -2.19 -0.27
F 3.45 -1.48 -2.59 -0.24
F 3.86 0.23 -4.10 -0.30
F 0.89 -1.27 -2.93 -0.23
As -5.61 2.57 -2.89 0.80
F -3.95 3.17 -2.76 -0.28
F -5.92 4.04 -3.80 -0.28
F -7.26 1.99 -3.22 -0.28
F -5.18 1.12 -2.01 -0.24
F -6.09 3.42 -1.44 -0.24
F -5.09 1.74 -4.39 -0.31
As -3.53 -1.83 3.17 0.77
F -5.19 -2.43 3.17 -0.28
F -2.86 -3.52 3.25 -0.33
F -1.85 -1.35 3.11 -0.28
F -4.13 -0.19 2.97 -0.26
F -3.57 -1.72 4.90 -0.25
F -3.50 -2.10 1.45 -0.29
As 5.45 0.73 1.49 0.84
F 5.63 2.15 2.53 -0.27
F 4.32 1.61 0.43 -0.27
F 5.20 -0.69 0.48 -0.25
F 6.51 -0.15 2.61 -0.28
F 3.99 0.33 2.44 -0.27
F 6.83 1.18 0.50 -0.26
As -3.71 -4.15 -3.82 0.82
F -4.19 -5.66 -3.08 -0.24
F -4.91 -3.25 -2.93 -0.23
F -3.10 -2.68 -4.66 -0.29
F -2.51 -5.00 -4.81 -0.29
F -4.84 -4.47 -5.16 -0.30
F -2.48 -3.93 -2.60 -0.24
As -1.04 1.29 7.67 0.78
F -0.03 0.37 6.57 -0.30
F -0.15 0.57 9.03 -0.30
F -2.01 2.29 8.70 -0.24
F -1.93 1.87 6.23 -0.27
F -2.13 -0.07 7.79 -0.25
F 0.13 2.60 7.44 -0.29
As -0.20 5.71 3.19 0.81
F -0.63 4.56 1.97 -0.26
F -1.91 5.94 3.46 -0.26
F 0.05 6.78 4.61 -0.29
F 1.51 5.36 2.90 -0.27
F -0.25 7.02 2.01 -0.27
F -0.24 4.39 4.38 -0.27
```

No. 3
The following is a quantum chemistry calculation of a structure of composition C13H17F3N2O2SScSi, from the OMol25 dataset.

Properties
HOMO-LUMO gap (hartree): 0.304
Maximum force (eV/Å): 0.71
Highest occupied orbital energy (Ha): -0.4356
Energy relative to the best compared isomer or geometry (same formula, charge and spin) (kJ/mol): 0.00
LUMO (eV): -3.571
Total charge: +1

The geometry in XYZ format:
```
40
Properties=species:S:1:pos:R:3:lowdin_charge:R:1
Sc 1.52 0.95 -1.08 0.96
C -0.57 -4.66 1.79 -0.17
Si -1.48 -3.34 0.83 0.53
C -3.22 -3.12 1.48 -0.17
C -1.52 -3.79 -0.98 -0.21
C -0.56 -1.70 1.23 -0.21
C -0.49 -1.37 2.58 -0.05
C 0.15 -0.23 3.05 -0.03
C 0.74 0.60 2.13 -0.10
N 0.68 0.33 0.82 -0.11
C 0.05 -0.78 0.36 -0.68
S 0.11 -0.98 -1.41 0.68
H -1.08 -5.62 1.65 0.04
H -0.54 -4.46 2.86 0.03
H 0.46 -4.78 1.44 0.04
H -3.78 -4.05 1.35 0.04
H -3.75 -2.33 0.95 0.04
H -3.24 -2.87 2.54 0.03
H -2.05 -4.74 -1.05 0.04
H -0.54 -3.92 -1.42 0.02
H -2.07 -3.07 -1.59 0.02
H -0.95 -2.03 3.30 0.11
H 0.20 -0.01 4.10 0.12
H 1.27 1.50 2.42 0.12
C -0.96 5.89 -2.08 -0.07
C -1.17 4.55 -2.77 -0.18
C -0.30 3.51 -2.23 -0.09
N 0.38 2.70 -1.79 0.15
H -1.63 6.63 -2.53 0.09
H 0.06 6.25 -2.20 0.09
H -1.19 5.83 -1.02 0.09
H -0.94 4.59 -3.84 0.14
H -2.19 4.18 -2.67 0.14
F 3.08 2.50 -0.12 0.07
C 4.11 1.58 -0.28 -0.50
F 3.56 0.45 0.26 0.11
F 5.14 1.96 0.40 0.26
C 4.28 1.36 -1.81 -0.51
O 5.31 1.53 -2.38 0.20
O 3.11 0.98 -2.27 -0.11
```

No. 4
The following is a quantum chemistry calculation of a structure of composition C40H51CdN12O5S, from the OMol25 dataset.

Properties
HOMO-LUMO gap (hartree): 0.285
Maximum force (eV/Å): 0.65
Highest occupied orbital energy (Ha): -0.3556
Energy relative to the best compared isomer or geometry (same formula, charge and spin) (kJ/mol): 23.80
LUMO (eV): -1.913
Total charge: +1

The geometry in XYZ format:
```
110
Properties=species:S:1:pos:R:3:lowdin_charge:R:1
Cd -0.68 -0.11 0.33 1.46
O -4.22 0.72 2.21 -0.30
S -3.51 -0.35 1.57 0.58
O -3.45 -0.33 0.12 -0.37
N -1.98 -0.49 2.03 -0.23
C -1.61 -0.44 3.36 -0.26
C -2.45 -0.39 4.45 -0.01
C -1.94 -0.41 5.77 -0.06
C -0.60 -0.49 6.01 -0.04
C 0.30 -0.54 4.92 -0.15
C 1.69 -0.66 5.10 0.00
C 2.51 -0.75 4.01 -0.04
C 1.93 -0.68 2.73 -0.14
N 0.64 -0.54 2.52 0.03
C -0.19 -0.50 3.60 -0.16
C -4.31 -1.86 2.04 -0.28
C -5.46 -1.82 2.81 -0.05
C -6.08 -3.02 3.14 -0.06
C -5.55 -4.22 2.71 -0.07
C -4.40 -4.25 1.93 -0.07
C -3.77 -3.06 1.59 -0.06
H -3.52 -0.32 4.31 0.09
H -2.64 -0.37 6.59 0.11
H -0.22 -0.52 7.02 0.11
H 2.09 -0.70 6.11 0.12
H 3.58 -0.86 4.11 0.11
H 2.56 -0.72 1.85 0.09
H -5.85 -0.87 3.13 0.11
H -6.98 -3.01 3.74 0.11
H -6.04 -5.15 2.97 0.11
H -3.99 -5.19 1.60 0.10
H -2.87 -3.05 1.00 0.09
O 5.77 -0.02 -4.29 -0.05
C 5.06 -1.20 -4.00 -0.21
C 4.10 -0.95 -2.87 -0.17
C 3.46 -2.00 -2.23 -0.01
C 2.60 -1.71 -1.19 -0.13
N 2.35 -0.47 -0.76 0.10
C 2.96 0.54 -1.36 -0.18
C 3.84 0.34 -2.42 0.05
C 2.62 1.97 -0.93 -0.29
C 3.86 2.83 -0.95 -0.02
C 3.94 4.08 -0.47 -0.22
C 5.26 4.82 -0.59 -0.22
O 6.40 3.98 -0.62 -0.05
C 2.86 4.88 0.08 -0.06
C 1.66 4.47 0.55 -0.12
N 1.23 3.20 0.76 0.02
H 6.51 -0.23 -4.87 0.10
H 5.72 -2.02 -3.72 0.13
H 4.49 -1.53 -4.88 0.13
H 3.62 -3.02 -2.53 0.12
H 2.08 -2.51 -0.68 0.09
H 4.33 1.17 -2.92 0.11
H 4.78 2.38 -1.28 0.11
H 5.34 5.57 0.20 0.12
H 5.28 5.36 -1.54 0.13
H 6.46 3.52 0.23 0.10
H 3.03 5.95 0.13 0.10
H 0.93 5.22 0.85 0.12
C 0.07 -3.27 1.16 -0.06
N -0.73 -3.76 0.05 -0.12
C -0.71 -5.20 -0.15 -0.13
C -1.47 -5.35 -1.45 -0.13
N -1.34 -4.03 -2.06 -0.07
C -2.19 -3.86 -3.24 -0.04
C -1.01 -3.09 -1.11 -0.36
N -0.98 -1.80 -1.19 0.01
C -1.23 -1.12 -2.46 -0.22
C -1.35 0.40 -2.33 -0.25
N -0.22 0.97 -1.59 0.00
C 0.36 2.01 -2.13 -0.32
N -0.21 2.74 -3.16 -0.10
C -1.55 3.29 -2.97 -0.03
C 0.78 3.61 -3.78 -0.10
C 2.04 3.42 -2.94 -0.08
N 1.61 2.50 -1.88 0.06
C 2.05 2.05 0.53 -0.12
H -0.43 -3.48 2.10 0.10
H 0.21 -2.20 1.10 0.00
H 1.05 -3.75 1.16 0.09
H -1.19 -5.71 0.69 0.13
H 0.32 -5.57 -0.23 0.13
H -2.53 -5.59 -1.27 0.13
H -1.05 -6.12 -2.10 0.13
H -2.32 -4.84 -3.69 0.09
H -1.72 -3.22 -3.99 0.08
H -3.18 -3.47 -2.99 0.10
H -2.18 -1.43 -2.90 0.10
H -0.43 -1.35 -3.17 0.12
H -2.30 0.62 -1.82 0.08
H -1.41 0.79 -3.34 0.11
H -2.03 2.83 -2.12 0.06
H -2.17 3.14 -3.86 0.10
H -1.48 4.36 -2.78 0.09
H 0.43 4.65 -3.76 0.12
H 0.94 3.34 -4.82 0.12
H 2.40 4.35 -2.52 0.11
H 2.84 2.97 -3.53 0.13
H 2.90 2.04 1.21 0.14
H 1.46 1.17 0.74 0.04
H 0.23 3.04 0.84 0.08
N -3.92 2.54 0.22 0.16
C -2.78 2.86 0.90 -0.66
N -2.85 3.91 1.76 0.18
O -1.73 2.24 0.73 -0.09
H -4.79 2.88 0.59 0.11
H -3.95 1.56 -0.04 0.05
H -3.74 4.24 2.09 0.11
H -2.06 4.03 2.38 0.11
```

No. 5
The following is a quantum chemistry calculation of a cluster of 14 separate species, C4H35NO13 in total, from the OMol25 dataset.

Properties
HOMO-LUMO gap (hartree): 0.358
Maximum force (eV/Å): 4.93
Highest occupied orbital energy (Ha): -0.3493
Energy relative to the best compared isomer or geometry (same formula, charge and spin) (kJ/mol): 364.41
LUMO (eV): 0.226

The geometry in XYZ format:
```
53
Properties=species:S:1:pos:R:3:lowdin_charge:R:1
C 2.26 1.61 -0.72 -0.13
C 0.83 1.99 -1.10 -0.21
C 0.09 0.78 -0.54 -0.25
C -2.09 -0.15 -0.70 -0.05
N -1.37 0.80 -0.20 -0.03
H 3.04 2.31 -0.95 0.06
H 2.39 1.42 0.41 0.09
H 2.64 0.76 -1.33 0.07
H 0.69 2.07 -2.22 0.10
H 0.56 2.99 -0.56 0.13
H 0.46 0.48 0.54 0.11
H 0.28 -0.05 -1.19 0.08
H -1.81 -1.11 -1.25 0.08
H -3.16 -0.07 -0.51 0.10
H -1.18 -1.20 1.60 0.03
H -1.21 -2.77 1.46 0.03
O -1.72 -1.96 1.26 -0.09
H -0.67 -1.31 -2.87 -0.08
H -1.04 -2.69 -2.22 0.03
O -0.41 -2.17 -2.81 -0.06
H 1.89 -0.33 -4.43 0.06
H 1.70 -0.40 -3.04 -0.04
O 1.38 0.15 -3.76 -0.07
H 1.36 -0.72 1.75 0.01
H 2.25 -0.93 0.38 0.06
O 1.52 -1.19 0.94 -0.05
H -1.33 1.11 2.98 -0.02
H -1.45 -0.36 3.56 0.06
O -1.02 0.22 2.97 -0.02
H 1.75 2.18 2.92 -0.06
H 1.00 3.39 2.70 0.00
O 1.85 3.12 2.99 -0.04
H -1.21 -4.11 -0.42 0.02
H -1.85 -2.83 -0.26 -0.01
O -1.66 -3.48 -0.94 -0.03
H -1.90 3.20 2.31 0.01
H -2.77 2.36 3.28 0.07
O -1.88 2.65 3.08 -0.02
H -1.88 2.46 0.18 0.04
H -2.07 3.90 -0.21 -0.01
O -2.36 3.34 0.46 -0.10
H 0.85 -2.74 1.11 0.07
H 1.01 -4.22 1.27 -0.01
O 0.34 -3.64 1.15 -0.06
H 1.21 -2.18 -2.56 0.06
H 2.70 -2.83 -2.42 0.08
O 2.22 -1.95 -2.29 -0.16
H 0.73 0.44 3.43 0.03
H 2.40 0.35 3.96 0.12
O 1.69 0.50 3.27 -0.09
H -1.05 0.69 -3.31 0.04
H -2.22 -0.04 -4.00 0.10
O -1.79 0.12 -3.14 -0.05
```

No. 6
The following is a quantum chemistry calculation of a structure of composition C10H6B2MnN2O24S, from the OMol25 dataset.

Properties
HOMO-LUMO gap (alpha / beta) (hartree): 0.238 / 0.238
Maximum force (eV/Å): 2.90
Highest occupied orbital energy (alpha / beta) (Ha): -0.1133 / -0.1160
LUMO (alpha / beta) (eV): 3.385 / 3.332
Total charge: -2
2S+1: 6

The geometry in XYZ format:
```
46
Properties=species:S:1:pos:R:3:lowdin_charge:R:1
Mn 0.33 -1.35 0.47 0.90
O -3.94 -2.09 2.49 0.17
C -3.66 -0.95 2.34 -0.39
O -4.33 0.07 2.85 0.24
B -3.78 1.36 2.38 -0.87
O -2.66 0.91 1.52 0.26
C -2.53 -0.37 1.49 -0.34
O -1.76 -0.98 0.79 0.08
O -3.26 2.25 3.41 0.25
C -4.13 3.23 3.59 -0.39
O -4.23 4.02 4.47 0.16
C -5.09 3.18 2.35 -0.40
O -4.81 2.11 1.64 0.24
O -5.87 4.06 2.11 0.14
O 6.98 -0.64 -4.00 0.13
C 6.00 -0.17 -3.49 -0.40
O 4.75 -0.42 -3.79 0.24
B 3.87 0.28 -2.85 -0.85
O 4.77 0.91 -1.88 0.25
C 6.04 0.70 -2.20 -0.39
O 7.00 1.00 -1.58 0.16
O 2.95 1.23 -3.50 0.24
C 1.75 1.14 -2.96 -0.37
O 0.89 1.97 -3.06 0.14
C 1.73 -0.18 -2.14 -0.36
O 2.92 -0.68 -2.20 0.27
O 0.78 -0.61 -1.54 0.07
S 2.13 -1.93 2.31 0.25
O 2.22 -1.10 1.04 -0.44
O 2.50 -1.15 3.49 -0.37
O 0.68 -2.25 2.31 -0.43
O 2.97 -3.10 2.21 -0.36
C -2.44 -4.31 -1.36 0.07
N -0.99 -4.07 -1.10 -0.40
O -0.24 -4.92 -1.50 0.11
O -0.68 -3.05 -0.54 0.03
H -2.94 -3.39 -1.09 0.10
H -2.73 -5.19 -0.80 0.10
H -2.61 -4.51 -2.41 0.10
C -0.15 3.15 -0.23 0.05
N 0.68 2.20 0.57 -0.38
O 1.73 2.60 1.01 0.12
O 0.27 1.06 0.65 0.02
H 0.48 3.80 -0.81 0.09
H -0.87 3.70 0.38 0.10
H -0.74 2.47 -0.85 0.10
```

No. 7
The following is a quantum chemistry calculation of the molecule C3H8N2OS, from the OMol25 dataset.

Properties
HOMO-LUMO gap (hartree): 0.374
Maximum force (eV/Å): 6.27
Highest occupied orbital energy (Ha): -0.3499
Energy relative to the best compared isomer or geometry (same formula, charge and spin) (kJ/mol): 173.63
LUMO (eV): 0.654

The geometry in XYZ format:
```
15
Properties=species:S:1:pos:R:3:lowdin_charge:R:1
C -0.22 -0.15 -0.44 -0.38
C 0.48 -1.24 -0.96 -0.46
S -0.69 -2.48 -2.03 0.60
N 0.62 0.71 0.35 0.05
C 0.16 1.73 1.23 -0.55
N -0.77 1.14 2.06 0.17
O 0.54 2.85 1.49 0.07
H -1.21 -0.46 0.02 0.13
H -0.73 0.44 -1.32 0.15
H 1.25 -1.08 -1.72 0.07
H 0.84 -1.96 -0.22 0.07
H 0.02 -2.49 -3.22 -0.16
H 1.44 1.07 -0.03 0.11
H -1.18 1.69 2.71 0.06
H -0.55 0.22 2.08 0.05
```

No. 8
The following is a quantum chemistry calculation of the molecule C4H9N3, from the OMol25 dataset.

Properties
HOMO-LUMO gap (hartree): 0.338
Maximum force (eV/Å): 0.97
Highest occupied orbital energy (Ha): -0.3012
Energy relative to the best compared isomer or geometry (same formula, charge and spin) (kJ/mol): 311.62
LUMO (eV): 1.014

The geometry in XYZ format:
```
16
Properties=species:S:1:pos:R:3:lowdin_charge:R:1
C -1.17 1.18 0.63 -0.03
C 1.74 -0.68 0.10 -0.12
C -0.80 -0.14 -0.05 -0.53
N -1.54 -1.31 -0.14 0.14
C 0.22 1.31 -0.02 -0.28
N 0.60 0.04 0.64 -0.08
N -0.37 0.65 -1.22 0.08
H -1.03 -2.06 -0.60 0.08
H -1.87 -1.62 0.77 0.09
H 0.33 0.17 -1.80 0.08
H -1.20 1.19 1.71 0.10
H -1.97 1.74 0.16 0.11
H 0.88 2.17 -0.08 0.14
H 2.39 -0.04 -0.51 0.08
H 2.33 -1.06 0.93 0.07
H 1.43 -1.53 -0.52 0.07
```